(1)
C25H34N4O5 | the ωB97M-V functional and the def2-TZVPD basis

```
! RIJCOSX wB97M-V def2-TZVPD def2/J DEFGRID3
* xyz 0 1
C -5.8024 -2.9394 0.1071
O -5.4643 -1.6294 0.4779
C -4.5947 -1.0056 -0.4422
C -4.2620 0.3936 0.0580
C -3.5622 0.3430 1.4185
N -2.8890 1.5885 1.7212
C -1.5614 1.7314 1.6108
O -0.8125 0.7940 1.3682
C -1.0174 3.1343 1.8061
C -0.6819 3.7474 0.4338
N 0.1009 2.8075 -0.3508
C 1.4696 2.7661 -0.1266
O 2.0065 3.5877 0.5858
C 2.1618 1.6758 -0.8079
C 3.5475 1.5680 -0.6846
C 4.2200 0.5219 -1.2741
C 3.5013 -0.4420 -1.9726
C 2.1312 -0.3538 -2.1025
C 1.4407 0.7190 -1.5329
N 0.0742 0.8686 -1.6755
C -0.7006 -0.1165 -2.4022
C -0.7124 -1.5010 -1.7353
O -0.7496 -2.5152 -2.4052
N -0.7108 -1.4724 -0.3985
C -0.6002 -2.6850 0.3846
C 0.7991 -3.3005 0.3125
C 1.9177 -2.5321 0.9671
C 1.7894 -1.3672 1.5848
C 2.9147 -0.6430 2.2602
C 4.1237 -1.5445 2.4845
C 4.4154 -2.3226 1.2084
C 3.2439 -3.2463 0.8928
C -0.6197 1.9013 -1.0997
O -1.8213 2.0291 -1.2530
H -6.3230 -2.9589 -0.8586
H -6.4617 -3.3240 0.8826
H -4.9108 -3.5749 0.0351
H -3.6733 -1.5998 -0.5499
H -5.0752 -0.9466 -1.4315
H -3.6042 0.8826 -0.6612
H -5.1839 0.9713 0.1382
H -4.2838 0.1185 2.2068
H -2.7965 -0.4348 1.4113
H -3.4673 2.4092 1.8083
H -1.7250 3.7744 2.3311
H -0.0930 3.0610 2.3820
H -0.0834 4.6501 0.5664
H -1.5927 3.9692 -0.1250
H 4.0625 2.3286 -0.1172
H 5.2929 0.4447 -1.1880
H 4.0192 -1.2756 -2.4229
H 1.6048 -1.1226 -2.6421
H -0.3270 -0.2233 -3.4240
H -1.7288 0.2544 -2.4484
H -0.6712 -0.5927 0.1041
H -0.8685 -2.4518 1.4152
H -1.3110 -3.4138 -0.0192
H 1.0415 -3.4487 -0.7439
H 0.7551 -4.2946 0.7690
H 0.8421 -0.8547 1.6329
H 2.5604 -0.2420 3.2134
H 3.1997 0.2146 1.6412
H 4.9893 -0.9461 2.7755
H 3.9116 -2.2473 3.2934
H 4.5539 -1.6181 0.3864
H 5.3315 -2.9076 1.3156
H 3.3672 -3.6783 -0.1039
H 3.2338 -4.0798 1.6037
*
```

## Properties
Relative energy (zero: lowest compared OMol25 entry of this formula, charge and spin), kJ/mol: 0.0
Frontier orbital gap, eV: 8.90
LUMO, eV: 0.32
Highest occupied orbital energy, hartree: -0.31534
Max |F|, eV/A: 0.794
SMILES: COCCCNC(=O)CCn1c(=O)c2ccccc2n(CC(=O)NCCC2=CCCCC2)c1=O
Electronic energy, Eh: -1568.38343


(2)
C25H35GeIN3PbS | the ωB97M-V functional and the def2-TZVPD basis

```
! RIJCOSX wB97M-V def2-TZVPD def2/J DEFGRID3
* xyz 1 1
Pb 0.6069 0.3101 0.7338
C 0.8532 6.7041 3.2367
C 1.2760 5.3620 2.7357
C 2.5857 4.8997 2.8404
C 2.8538 3.6398 2.3469
N 1.9145 2.8709 1.7944
C 0.6994 3.4093 1.7468
S -0.5972 2.4557 1.0053
N 0.3289 4.6014 2.1803
H 1.7037 7.3054 3.5484
H 0.1786 6.5798 4.0844
H 0.3007 7.2290 2.4586
H 3.3631 5.5049 3.2816
H 3.8551 3.2275 2.3861
C 2.4939 -0.3812 1.6751
C 2.2489 -1.7288 2.2672
C 2.0192 -2.8226 1.4305
C 1.7273 -4.0690 1.9586
C 1.6637 -4.2406 3.3358
C 1.9141 -3.1650 4.1749
C 2.2095 -1.9170 3.6448
H 3.1537 -0.4398 0.8094
H 2.8269 0.3870 2.3632
H 2.0770 -2.6968 0.3537
H 1.5590 -4.9090 1.2981
H 1.4407 -5.2138 3.7510
H 1.8902 -3.2987 5.2482
H 2.4103 -1.0834 4.3043
C 1.0567 -0.6430 -6.2620
C 1.1022 -0.4652 -4.7508
C 0.3589 0.7857 -4.2985
C 0.4221 1.0421 -2.7880
Ge -0.4561 -0.2958 -1.6596
C -2.3780 -0.0052 -1.4258
C -3.1620 0.2903 -2.7174
C -3.6344 -0.9499 -3.4706
C -2.5191 -1.7818 -4.0902
H 1.5917 -1.5377 -6.5763
H 1.5064 0.2101 -6.7705
H 0.0276 -0.7311 -6.6142
H 2.1419 -0.4060 -4.4145
H 0.6742 -1.3496 -4.2686
H -0.6805 0.7272 -4.6307
H 0.7845 1.6546 -4.8088
H -0.0476 1.9960 -2.5324
H 1.4670 1.1199 -2.4757
H -0.0491 -1.7484 -1.9493
H -2.4631 0.8512 -0.7514
H -2.8190 -0.8583 -0.9060
H -2.5682 0.9202 -3.3861
H -4.0351 0.8891 -2.4494
H -4.3210 -0.6297 -4.2568
H -4.2220 -1.5745 -2.7907
H -1.8984 -1.1785 -4.7561
H -2.9236 -2.6041 -4.6794
H -1.8665 -2.2264 -3.3356
I -0.2267 0.8661 4.3692
C -1.1766 -0.7199 3.4253
C -2.0719 -1.4931 4.1514
C -2.6918 -2.5570 3.5242
C -2.3929 -2.8296 2.1966
C -1.4869 -2.0180 1.5527
N -0.8939 -0.9723 2.1463
H -2.2676 -1.2591 5.1870
H -3.3936 -3.1726 4.0697
H -2.8437 -3.6585 1.6721
H -1.2007 -2.2082 0.5266
*
```

## Properties
Relative energy (zero: lowest compared OMol25 entry of this formula, charge and spin), kJ/mol: 23.3
Frontier orbital gap, eV: 8.24
LUMO, eV: -2.87
Highest occupied orbital energy, hartree: -0.40816
Max |F|, eV/A: 0.407
Electronic energy, Eh: -4103.32821


(3)
C25H35IrN3 | the ωB97M-V functional and the def2-TZVPD basis

```
! RIJCOSX wB97M-V def2-TZVPD def2/J DEFGRID3
* xyz 2 6
C -2.6628 -0.5227 -1.1854
C -2.6045 0.7111 -2.1131
H -1.8724 -1.2687 -1.3637
H -3.5808 -1.0972 -1.2968
H -2.9004 -0.1975 -0.0921
H -1.8485 1.4465 -1.8495
H -2.4126 0.3715 -3.1348
H -3.5723 1.2049 -2.0863
C 0.0996 -2.6504 0.0448
C 1.1022 -3.5884 -0.1558
C 2.2969 -3.2125 -0.7836
C 2.4404 -1.8919 -1.1861
H -0.8468 -2.8980 0.5159
H 0.9247 -4.6062 0.1868
H 3.0993 -3.9317 -0.9383
H 3.3345 -1.5225 -1.6937
N 0.2610 -1.3630 -0.3283
C 1.4149 -0.9704 -0.9304
C 1.4367 0.4272 -1.2918
N 0.3382 1.1461 -0.8781
C 0.2558 2.4625 -1.1988
C 2.3353 2.3729 -2.4072
C 1.1965 3.0787 -2.0119
H -0.6239 2.9839 -0.8273
H 1.0078 4.0997 -2.3234
C 2.4426 1.0375 -2.0549
H 3.2637 0.4133 -2.4018
H 3.1146 2.8530 -2.9974
Ir -1.2480 0.1665 0.0278
C -2.2373 1.7869 0.6634
H -2.9409 2.1389 -0.1000
H -1.5471 2.5950 0.9255
H -2.7969 1.5181 1.5708
C -0.2348 -0.6363 6.6803
C -0.2523 0.0106 5.3214
C -0.3400 1.4080 5.2295
C -0.2826 2.0429 3.9830
C -0.3221 3.5431 3.9083
C -0.1886 1.2621 2.8296
C -0.5072 -0.1111 2.8952
C -0.2241 -0.7417 4.1457
N -1.2452 -0.7288 1.8933
C -2.3256 -1.6877 2.3700
C -1.7008 -2.9517 2.9702
C -3.1848 -0.9990 3.4343
C -3.2869 -2.1459 1.2769
H 0.6370 -0.2994 7.2591
H -1.1296 -0.3594 7.2628
H -0.2012 -1.7304 6.6041
H -0.3915 2.0095 6.1457
H -1.0114 3.9521 4.6623
H 0.6718 3.9812 4.0956
H -0.6521 3.8726 2.9142
H 0.0024 1.7482 1.8686
H -0.0117 -1.8072 4.1973
H -1.6465 -2.8770 4.0603
H -2.3426 -3.8190 2.7582
H -0.7098 -3.1613 2.5545
H -3.5849 -0.0496 3.0523
H -4.0202 -1.6595 3.7102
H -2.6044 -0.7975 4.3415
H -3.9286 -1.3311 0.9236
H -2.7797 -2.6449 0.4419
H -3.9650 -2.8933 1.7156
*
```

## Properties
Relative energy (zero: lowest compared OMol25 entry of this formula, charge and spin), kJ/mol: 49.0
Frontier orbital gap (alpha / beta), eV: 3.99 / 3.44
LUMO (alpha / beta), eV: -6.33 / -10.40
Highest occupied orbital energy (alpha / beta), hartree: -0.37930 / -0.50844
Max |F|, eV/A: 6.913
Electronic energy, Eh: -1241.33971


Please write out number 3 again, unchanged.
C25H35IrN3 | the ωB97M-V functional and the def2-TZVPD basis

```
! RIJCOSX wB97M-V def2-TZVPD def2/J DEFGRID3
* xyz 2 6
C -2.6628 -0.5227 -1.1854
C -2.6045 0.7111 -2.1131
H -1.8724 -1.2687 -1.3637
H -3.5808 -1.0972 -1.2968
H -2.9004 -0.1975 -0.0921
H -1.8485 1.4465 -1.8495
H -2.4126 0.3715 -3.1348
H -3.5723 1.2049 -2.0863
C 0.0996 -2.6504 0.0448
C 1.1022 -3.5884 -0.1558
C 2.2969 -3.2125 -0.7836
C 2.4404 -1.8919 -1.1861
H -0.8468 -2.8980 0.5159
H 0.9247 -4.6062 0.1868
H 3.0993 -3.9317 -0.9383
H 3.3345 -1.5225 -1.6937
N 0.2610 -1.3630 -0.3283
C 1.4149 -0.9704 -0.9304
C 1.4367 0.4272 -1.2918
N 0.3382 1.1461 -0.8781
C 0.2558 2.4625 -1.1988
C 2.3353 2.3729 -2.4072
C 1.1965 3.0787 -2.0119
H -0.6239 2.9839 -0.8273
H 1.0078 4.0997 -2.3234
C 2.4426 1.0375 -2.0549
H 3.2637 0.4133 -2.4018
H 3.1146 2.8530 -2.9974
Ir -1.2480 0.1665 0.0278
C -2.2373 1.7869 0.6634
H -2.9409 2.1389 -0.1000
H -1.5471 2.5950 0.9255
H -2.7969 1.5181 1.5708
C -0.2348 -0.6363 6.6803
C -0.2523 0.0106 5.3214
C -0.3400 1.4080 5.2295
C -0.2826 2.0429 3.9830
C -0.3221 3.5431 3.9083
C -0.1886 1.2621 2.8296
C -0.5072 -0.1111 2.8952
C -0.2241 -0.7417 4.1457
N -1.2452 -0.7288 1.8933
C -2.3256 -1.6877 2.3700
C -1.7008 -2.9517 2.9702
C -3.1848 -0.9990 3.4343
C -3.2869 -2.1459 1.2769
H 0.6370 -0.2994 7.2591
H -1.1296 -0.3594 7.2628
H -0.2012 -1.7304 6.6041
H -0.3915 2.0095 6.1457
H -1.0114 3.9521 4.6623
H 0.6718 3.9812 4.0956
H -0.6521 3.8726 2.9142
H 0.0024 1.7482 1.8686
H -0.0117 -1.8072 4.1973
H -1.6465 -2.8770 4.0603
H -2.3426 -3.8190 2.7582
H -0.7098 -3.1613 2.5545
H -3.5849 -0.0496 3.0523
H -4.0202 -1.6595 3.7102
H -2.6044 -0.7975 4.3415
H -3.9286 -1.3311 0.9236
H -2.7797 -2.6449 0.4419
H -3.9650 -2.8933 1.7156
*
```

## Properties
Relative energy (zero: lowest compared OMol25 entry of this formula, charge and spin), kJ/mol: 49.0
Frontier orbital gap (alpha / beta), eV: 3.99 / 3.44
LUMO (alpha / beta), eV: -6.33 / -10.40
Highest occupied orbital energy (alpha / beta), hartree: -0.37930 / -0.50844
Max |F|, eV/A: 6.913
Electronic energy, Eh: -1241.33971


Q: What is the max |F| in the third record?
A: 6.913 eV/A


Q: Number 1 is which compound?
A: C25H34N4O5